No. 1
C14H24BNO5P | ωB97M-V with the def2-TZVPD basis set

Results
- E_tot (eV) = -36603.6066
- HOMO level (eV) = -4.0
- HOMO-LUMO gap (eV) = 6.729
- net charge = -1
- lowest unoccupied orbital energy (eV) = 2.688

Each line ends with the Löwdin charge.
Cartesian coordinates (Å):
C1 4.612413 -0.054654 0.825735  -0.1242
C2 5.386332 0.498497 -0.421683  -0.2594
C3 4.428654 1.020274 -1.588063  -0.2377
C4 3.537091 -0.115269 -2.215026  -0.2150
C5 2.217334 -0.469824 -1.420639  -0.2313
C6 1.491886 0.761361 -0.745303  -0.1341
B1 0.069264 0.242454 -0.141117  -0.7544
O1 -0.751736 1.155879 0.701856  -0.0315
C7 -2.093280 0.893824 0.294917  -0.3303
C8 -3.248034 1.246589 1.311030  -0.1326
P1 -4.015516 2.834177 0.699173  0.5377
O2 -4.504198 2.715595 -0.710467  -0.3330
O3 -5.244297 3.347808 1.685601  -0.1689
O4 -2.890371 4.077473 0.704962  -0.1729
C9 -2.204620 -0.461901 -0.543282  -0.2077
C10 -2.435031 -1.798650 0.193783  -0.0896
C11 -1.680503 -2.237364 1.365329  0.0026
C12 -1.854093 -3.498404 2.043355  -0.1420
N1 -2.783482 -4.399035 1.623106  0.0046
C13 -3.517423 -4.003648 0.565758  -0.1979
C14 -3.450781 -2.790978 -0.218145  -0.0063
O5 -0.844850 -0.533912 -1.020431  -0.0371
H1 5.391776 -0.330586 1.596629  0.0644
H2 3.998281 0.748594 1.303761  0.0729
H3 4.022993 -0.977959 0.624805  0.0651
H4 6.071922 -0.255807 -0.894931  0.0977
H5 5.967653 1.400381 -0.093045  0.0932
H6 3.867752 1.937417 -1.287824  0.0959
H7 5.140782 1.347687 -2.404256  0.0944
H8 4.174539 -1.051117 -2.208339  0.1009
H9 3.339614 0.097901 -3.299642  0.0977
H10 2.345871 -1.285710 -0.669354  0.0901
H11 1.487293 -0.871305 -2.182826  0.1052
H12 1.420074 1.609154 -1.481387  0.0985
H13 2.137222 1.060857 0.129447  0.0785
H14 0.445074 -0.605746 0.669659  0.0911
H15 -2.213336 1.669982 -0.525520  0.1171
H16 -4.016666 0.423992 1.305500  0.1052
H17 -2.898091 1.359441 2.365587  0.1029
H18 -5.338290 4.309043 1.532938  0.0740
H19 -2.169515 3.811409 0.104022  0.0738
H20 -2.861805 -0.182381 -1.401854  0.1574
H21 -0.906399 -1.539491 1.768068  0.0927
H22 -1.207667 -3.757529 2.910477  0.0998
H23 -4.292004 -4.740856 0.225999  0.0921
H24 -4.131830 -2.607660 -1.078363  0.1001

Cartesian forces (eV/Å) of the 3 atoms listed first:
1.298 -0.028 0.416
-1.267 0.726 -0.486
1.086 -0.517 -0.497

No. 2
C14H24BrNO3PRhS2 | ωB97M-V with the def2-TZVPD basis set

Results
- relative energy (zero: lowest compared OMol25 entry of this formula, charge and spin) (kcal/mol) = 0.0
- E_tot (eV) = -126553.8815
- 2S+1 = 2
- HOMO level (alpha / beta) (eV) = -3.8 / -4.8
- HOMO-LUMO gap (alpha / beta) (eV) = 6.462 / 7.415
- net charge = -1
- lowest unoccupied orbital energy (alpha / beta) (eV) = 2.636 / 2.634

Each line ends with the Mulliken spin population.
Cartesian coordinates (Å):
Rh1 -0.233158 -0.214339 1.038109  0.4102
C1 2.442880 5.546803 1.081830  -0.0001
C2 2.548654 4.643262 -0.127002  -0.0002
O1 2.784588 3.295523 0.300670  -0.0009
P1 1.622394 2.201556 0.116120  0.0135
S1 2.218377 0.563163 1.067165  0.0073
S2 -0.164526 2.836373 0.618548  -0.0021
O2 1.712019 2.012003 -1.490449  -0.0005
C3 0.763587 1.139661 -2.119244  -0.0230
C4 0.857671 1.341205 -3.614000  0.0019
H1 2.315725 6.585604 0.767658  0.0000
H2 3.342707 5.472803 1.693730  0.0000
H3 1.584081 5.252117 1.684195  0.0000
H4 3.392485 4.918856 -0.762596  -0.0001
H5 1.635945 4.695371 -0.723992  0.0004
H6 -0.240632 1.359179 -1.747806  0.0010
H7 0.997888 0.108295 -1.845403  0.0111
H8 0.607882 2.370167 -3.877184  -0.0004
H9 0.161480 0.671821 -4.122398  0.0003
H10 1.867049 1.128596 -3.970171  0.0000
O3 -5.563063 -1.106040 1.585208  0.0002
C5 -4.470912 -0.704973 0.868271  0.0016
C6 -4.590683 -0.171004 -0.410347  0.0010
C7 -3.425037 0.205258 -1.058234  0.0135
N1 -2.223080 0.071953 -0.513510  0.0157
C8 -2.120263 -0.416253 0.716045  -0.0299
Br1 -0.394981 -0.616811 3.410624  0.0232
C9 -3.220741 -0.833079 1.452031  -0.0192
H11 -6.351630 -0.949935 1.055837  -0.0002
H12 -5.557840 -0.050062 -0.885609  0.0002
H13 -3.468374 0.632315 -2.055913  0.0003
H14 -3.105941 -1.225580 2.452284  0.0019
C10 1.689807 -3.167992 -0.605786  0.0158
C11 0.812487 -3.127507 0.662466  0.0217
C12 0.068798 -4.463062 0.809417  0.0199
C13 1.728963 -2.937073 1.866379  0.0361
C14 -0.189060 -2.020784 0.411698  0.4381
H15 2.405475 -3.993603 -0.536425  0.0071
H16 2.244228 -2.232803 -0.700374  -0.0043
H17 1.084935 -3.311396 -1.504798  0.0058
H18 0.779028 -5.290759 0.899418  0.0071
H19 -0.572082 -4.654223 -0.054702  -0.0045
H20 -0.560056 -4.451810 1.702152  -0.0044
H21 2.425024 -3.780388 1.907673  0.0006
H22 1.159764 -2.900332 2.795350  -0.0091
H23 2.307162 -2.017953 1.791505  -0.0005
H24 -1.109009 -2.414127 -0.028422  0.0439

Cartesian forces (eV/Å) of the 3 atoms listed first:
0.352 -0.673 -0.209
-0.004 0.007 -0.003
0.009 0.022 0.007

No. 3
C14H24ClFN5 | ωB97M-V with the def2-TZVPD basis set

Results
- E_tot (eV) = -37586.0237
- HOMO level (eV) = -11.2
- HOMO-LUMO gap (eV) = 7.265
- net charge = +1
- lowest unoccupied orbital energy (eV) = -3.963

Each line ends with the Löwdin charge.
Cartesian coordinates (Å):
C1 -0.005246 2.893943 0.930417  -0.1256
C2 -1.499381 2.401788 0.468336  -0.2598
N1 -1.975134 1.111798 1.098404  -0.0663
C3 -2.387584 0.072394 0.080719  -0.2542
C4 -4.028854 -0.174714 0.285753  -0.1279
N2 -4.212989 -0.557888 1.733472  0.0244
C5 -3.325816 -1.704178 2.169314  -0.1758
N3 -3.813269 -2.469305 3.237898  -0.3648
Cl1 -2.981334 -3.793133 3.966824  0.7136
N4 -1.985544 -2.086345 1.584998  0.0824
C6 -1.694142 -1.401308 0.266969  -0.2428
C7 -0.059343 -1.417366 -0.067015  -0.1679
N5 0.761159 -0.585995 0.893823  -0.1585
C8 1.136476 -1.335798 2.152861  -0.1445
H1 0.823481 2.076613 0.748672  0.0514
H2 -0.003899 3.154948 2.076714  0.0801
H3 0.275977 3.908153 0.367072  0.0988
H4 -2.253168 3.260610 0.810855  0.1210
H5 -1.518433 2.415300 -0.706786  0.1183
H6 -1.321500 0.742568 1.822895  0.1039
H7 -2.244648 0.386591 -1.037803  0.1542
H8 -4.308321 -1.111984 -0.387521  0.1381
H9 -4.654382 0.790939 -0.020870  0.1583
H10 -4.158419 0.260236 2.386813  0.1464
H11 -4.757789 -2.213520 3.654747  0.1524
H12 -1.906347 -3.114235 1.376248  0.1364
H13 -2.173325 -2.099064 -0.575847  0.1608
H14 0.060324 -1.029614 -1.165269  0.1309
H15 0.359900 -2.533127 -0.053993  0.1314
H16 1.622192 -0.257386 0.378983  0.1056
H17 2.316241 -1.501969 2.210561  0.1062
H18 0.826406 -0.628826 3.062798  0.0941
H19 0.580176 -2.366665 2.222424  0.0743
F1 2.245792 1.904342 -1.350823  0.0430
C9 3.137054 1.327654 -2.167950  -0.2994
C10 4.495969 1.484230 -1.917974  -0.0161
C11 5.424257 0.879687 -2.765554  -0.0737
C12 4.982801 0.133591 -3.861107  -0.0887
C13 3.616760 -0.013527 -4.106503  -0.0804
C14 2.688775 0.581781 -3.252402  -0.0286
H20 4.820293 2.074264 -1.067019  0.1174
H21 6.488817 0.989592 -2.574292  0.1097
H22 5.707240 -0.334043 -4.524491  0.1058
H23 3.275605 -0.591260 -4.962155  0.1076
H24 1.623171 0.470223 -3.423197  0.1084

Cartesian forces (eV/Å) of the 3 atoms listed first:
0.072 0.294 0.294
0.373 2.156 0.263
0.483 -0.486 -1.633

No. 4
C14H24FN2O8S | ωB97M-V with the def2-TZVPD basis set

Results
- relative energy (zero: lowest compared OMol25 entry of this formula, charge and spin) (kcal/mol) = 13.1
- E_tot (eV) = -47818.8126
- HOMO level (eV) = -5.4
- HOMO-LUMO gap (eV) = 7.469
- net charge = -1
- lowest unoccupied orbital energy (eV) = 2.054

Each line ends with the Löwdin charge.
Cartesian coordinates (Å):
O1 0.968179 2.449782 0.210362  0.2071
C1 0.289646 2.731492 -0.675931  -0.2786
N1 -0.565793 2.897025 -1.564274  0.1191
N2 -1.561134 3.872959 -1.245464  -0.1276
C2 -1.054642 4.982235 -0.397803  -0.7788
O2 -0.328670 5.797322 -0.961345  0.0023
O3 -1.386373 5.049542 0.809181  -0.0412
S1 -2.986426 3.172136 -0.649162  0.6795
O4 -3.924279 4.211491 -0.286507  -0.2609
O5 -3.514822 2.326933 -1.705169  -0.2944
F1 -2.614598 2.243070 0.599765  -0.1629
C3 2.303896 -1.551738 -0.233614  -0.1656
C4 2.095715 -2.572747 -1.343786  -0.1786
C5 0.681273 -2.250919 -1.797379  -0.2038
O6 0.486373 -0.851037 -1.576693  -0.1313
C6 1.557876 -0.341670 -0.774948  -0.2096
H1 3.351979 -1.342752 -0.018682  0.1099
H2 1.829624 -1.902271 0.687160  0.1142
H3 2.802376 -2.385500 -2.158249  0.1158
H4 2.214191 -3.602151 -1.023883  0.0864
H5 -0.060533 -2.794812 -1.201269  0.1165
H6 0.513741 -2.479669 -2.851483  0.1148
H7 2.203990 0.267996 -1.418340  0.1229
H8 1.158100 0.287178 0.009868  0.0914
C7 4.414185 -7.190299 -2.623284  -0.1753
C8 3.018668 -7.795293 -2.654982  -0.1752
C9 2.254643 -6.864193 -1.727028  -0.1981
O7 2.868126 -5.575566 -1.843467  -0.1656
C10 4.106911 -5.703065 -2.549497  -0.2017
H9 5.028266 -7.454241 -3.483703  0.1109
H10 4.938130 -7.510493 -1.718803  0.1134
H11 2.610005 -7.734299 -3.666947  0.1140
H12 2.982221 -8.836438 -2.335893  0.1105
H13 2.336945 -7.186813 -0.683489  0.1182
H14 1.197254 -6.787693 -1.983659  0.1190
H15 3.973659 -5.275000 -3.548882  0.1200
H16 4.881478 -5.136896 -2.030537  0.1191
C11 -3.704858 6.025260 2.980405  -0.1702
C12 -3.031871 6.057357 4.343463  -0.1739
C13 -3.990794 5.231295 5.187945  -0.2269
O8 -4.584851 4.271845 4.312845  -0.1508
C14 -4.275891 4.620675 2.947468  -0.1970
H17 -3.027686 6.223572 2.150603  0.0973
H18 -4.515179 6.761670 2.948344  0.1119
H19 -2.059408 5.562110 4.286763  0.1160
H20 -2.879679 7.063472 4.736084  0.1056
H21 -4.791924 5.855098 5.605046  0.1080
H22 -3.491504 4.713084 6.010231  0.1078
H23 -3.539849 3.906160 2.570533  0.1030
H24 -5.176704 4.544785 2.338078  0.1134

Cartesian forces (eV/Å) of the 3 atoms listed first:
1.023 0.232 -0.055
-2.086 -0.036 -0.226
1.062 -0.118 0.413

No. 5
C14H24FN6O3PS | ωB97M-V with the def2-TZVPD basis set

Results
- E_tot (eV) = -52827.6536
- HOMO level (eV) = -8.5
- HOMO-LUMO gap (eV) = 8.046
- lowest unoccupied orbital energy (eV) = -0.459

Each line ends with the Löwdin charge.
Cartesian coordinates (Å):
C1 -6.881465 0.471987 -1.284434  -0.0360
C2 -6.442690 -0.036219 -2.654409  -0.3139
F1 -7.342420 -1.052029 -2.985448  -0.0163
C3 -5.049795 -0.652176 -2.639590  -0.0892
C4 -4.158582 -0.345430 -1.665159  0.0365
C5 -2.875668 -0.959167 -1.670987  -0.3664
N1 -1.936554 -0.731090 -0.745384  -0.2068
S1 -0.708253 -1.686545 -1.174055  1.0153
N2 -1.296225 -2.391079 -2.480415  -0.2371
C6 -2.530237 -1.904873 -2.670992  -0.3530
C7 -3.460716 -2.208758 -3.691440  0.0601
C8 -4.671752 -1.595341 -3.666103  -0.2445
O1 -5.560014 -1.898414 -4.685397  -0.0741
N3 -5.086693 -1.201259 -5.914927  0.0538
O2 -5.633685 -0.200490 -6.056483  0.1272
H1 -7.966966 0.392596 -1.261168  0.0849
H2 -6.501092 -0.186928 -0.506683  0.0829
H3 -6.572220 1.501490 -1.117158  0.0863
H4 -6.496450 0.759974 -3.398929  0.1441
H5 -4.372617 0.350263 -0.867303  0.1204
H6 -3.227139 -2.930296 -4.460632  0.1309
O3 1.490647 -0.552801 1.351065  -0.2973
P1 2.700624 0.311332 1.497347  0.6946
N4 3.934696 -0.721627 0.941624  -0.3195
C9 5.302085 -0.774851 1.405641  -0.1318
C10 3.850125 -1.000690 -0.484346  -0.1305
N5 2.714685 0.470985 3.237824  -0.3297
C11 3.414272 -0.509685 4.055351  -0.1338
C12 1.371219 0.687314 3.770972  -0.1459
N6 3.546812 1.828236 1.239655  -0.3063
C13 4.338182 2.433852 2.294247  -0.1379
C14 2.676683 2.851286 0.627814  -0.1356
H7 5.922245 0.048985 1.019268  0.0842
H8 5.754617 -1.711448 1.072841  0.0854
H9 5.371835 -0.785600 2.488044  0.0444
H10 4.255145 -0.174368 -1.087998  0.0830
H11 2.813317 -1.163600 -0.782076  0.0587
H12 4.399230 -1.911243 -0.727761  0.0825
H13 3.194173 -1.545588 3.765941  0.0922
H14 3.134532 -0.382397 5.102351  0.0809
H15 4.493020 -0.353873 4.030277  0.0521
H16 0.796149 -0.241445 3.850323  0.0813
H17 0.804529 1.370448 3.135862  0.0721
H18 1.440645 1.142226 4.761753  0.0810
H19 3.739827 2.800305 3.132701  0.0829
H20 4.873367 3.280704 1.856333  0.0875
H21 5.096189 1.752690 2.676308  0.0680
H22 1.913362 3.216183 1.327281  0.0785
H23 2.163733 2.436672 -0.243696  0.0766
H24 3.265285 3.701780 0.282144  0.0774

Cartesian forces (eV/Å) of the 3 atoms listed first:
-0.084 -0.174 -0.376
0.320 -0.430 0.750
-0.109 0.175 -0.163

No. 6
C14H24FNO6P | ωB97M-V with the def2-TZVPD basis set

Results
- E_tot (eV) = -40670.8046
- HOMO level (eV) = -12.2
- HOMO-LUMO gap (eV) = 6.595
- net charge = +1
- lowest unoccupied orbital energy (eV) = -5.556

Each line ends with the Löwdin charge.
Cartesian coordinates (Å):
C1 4.394158 0.330244 -2.795056  -0.0584
C2 4.338748 -1.243525 -3.340614  -0.1941
F1 4.638833 -1.328996 -4.815275  -0.0804
C3 2.742689 -1.700841 -3.140566  -0.0058
C4 1.641668 -0.668960 -3.858740  0.1143
C5 0.034709 -0.975807 -3.705323  0.0043
C6 -0.996270 0.111599 -4.405011  -0.2497
O1 -1.426378 -0.096278 -5.658380  0.0402
O2 -1.342193 1.304943 -3.580774  0.0270
C7 -0.408101 -2.308761 -2.859591  0.0647
C8 0.801653 -3.247300 -2.197096  0.0665
N1 2.295445 -2.913830 -2.352400  0.0723
H1 4.002156 1.049574 -3.640381  0.0978
H2 5.438976 0.627321 -2.353396  0.1056
H3 3.601622 0.404413 -1.915410  0.1022
H4 5.037671 -1.917227 -2.685871  0.1569
H5 1.992493 0.292007 -4.452913  0.1411
H6 -0.806940 1.251166 -2.712456  0.1373
H7 -1.556701 -2.589532 -2.720614  0.1381
H8 0.449237 -4.203894 -1.603369  0.1457
H9 3.000748 -3.548902 -1.885730  0.1694
O3 -0.110837 0.449121 1.222199  -0.2591
P1 -1.052906 0.967087 2.336402  0.7411
O4 -0.271287 0.169373 3.560983  -0.2339
C9 0.912633 0.748196 4.075723  -0.3071
C10 0.612626 1.988339 4.897512  -0.0827
O5 -2.231416 -0.185111 2.068744  -0.2299
C11 -2.384794 -0.747434 0.770849  -0.3050
C12 -1.593966 -2.039067 0.642704  -0.0744
O6 -2.105532 1.545838 3.581362  -0.2008
C13 -2.862376 2.697176 3.227609  -0.3043
C14 -3.827289 2.425219 2.087544  -0.0813
H10 1.604698 0.977510 3.257492  0.1055
H11 1.388553 -0.002142 4.713541  0.1214
H12 0.222790 2.789696 4.260822  0.0635
H13 1.517199 2.354691 5.391422  0.0822
H14 -0.147827 1.778946 5.655609  0.0874
H15 -2.103910 -0.022163 -0.000278  0.0920
H16 -3.448925 -0.960183 0.623687  0.1219
H17 -0.578272 -1.949971 1.045268  0.0764
H18 -1.526704 -2.349500 -0.404949  0.0289
H19 -2.080571 -2.837898 1.209888  0.0849
H20 -2.172068 3.506724 2.965107  0.1117
H21 -3.419250 3.005394 4.113698  0.1261
H22 -3.289392 2.223200 1.156328  0.0635
H23 -4.476710 3.289507 1.918179  0.0868
H24 -4.448693 1.550035 2.301524  0.0904

Cartesian forces (eV/Å) of the 3 atoms listed first:
-0.815 -0.498 0.191
-1.067 0.675 0.044
-0.772 0.081 4.007

> E_tot of number 3 (C14H24ClFN5)?

-37586.0237 eV

> Number 3 is which compound?

C14H24ClFN5

> What is the E_tot in the third record?

-37586.0237 eV